Entry from the OMol25 dataset: the molecule C22H17ClN6OS2 in a non-equilibrium geometry (the ωB97M-V functional and the def2-TZVPD basis).

Properties
Orbital gap in Eh: 0.2882
SMILES: N#Cc1c(NC(=O)CSc2ncnc3c2cnn3-c2ccccc2Cl)sc2c1CCCC2
Charge: 0

Positions of all 49 atoms, in Å:
C1 4.58 2.88 0.70
C2 -5.47 -3.92 -1.64
C3 4.28 1.65 0.32
C4 2.07 2.65 0.03
N1 0.76 2.64 -0.33
C5 6.40 0.92 1.54
Cl1 -4.01 -3.07 2.02
C6 6.96 2.34 1.20
C7 -1.72 3.46 -0.10
C8 -4.59 -3.98 0.61
N2 1.95 -0.72 -0.83
H1 4.72 -0.34 0.68
N3 -2.13 -1.83 -0.28
H2 -2.14 4.46 -0.13
C9 -4.83 -3.23 -0.59
S1 3.13 3.96 0.62
H3 -5.17 1.05 -1.84
S2 -2.38 2.52 -1.55
H4 5.85 1.00 2.47
C10 -5.42 -5.35 -1.60
C11 -5.26 -6.07 -0.42
H5 -4.87 -5.82 1.70
N4 -5.37 -0.97 -1.49
H6 7.84 2.43 1.90
H7 -5.67 -6.01 -2.42
H8 -5.67 -3.41 -2.58
C12 -4.87 -5.33 0.70
H9 6.28 4.22 0.65
C13 -1.16 -0.91 0.05
H10 -5.32 -7.09 -0.38
H11 -2.18 3.01 0.82
C14 -3.33 -1.34 -0.68
N5 -1.16 0.37 -0.34
H12 0.39 1.76 -0.72
C15 -0.19 3.58 0.19
H13 5.79 0.22 -0.52
C16 2.93 1.54 -0.16
O1 0.14 4.46 0.90
C17 5.31 0.50 0.45
H14 7.33 2.24 0.18
C18 5.89 3.42 1.28
H15 -0.21 -1.28 0.45
C19 2.52 0.27 -0.63
H16 5.82 3.77 2.33
H17 7.21 0.20 1.67
N6 -4.57 -1.90 -0.92
C20 -3.42 -0.01 -0.95
C21 -2.30 0.83 -0.88
C22 -4.74 0.17 -1.49

And the natural (NBO) charges, in e, turn out to be: C -0.145; C -0.183; C -0.033; C 0.113; N -0.656; C -0.383; Cl -0.003; C -0.391; C -0.621; C -0.006; N -0.354; H 0.222; N -0.451; H 0.264; C 0.111; S 0.411; H 0.221; S 0.239; H 0.196; C -0.194; C -0.199; H 0.237; N -0.198; H 0.218; H 0.217; H 0.236; C -0.223; H 0.224; C 0.278; H 0.217; H 0.259; C 0.378; N -0.530; H 0.457; C 0.697; H 0.216; C -0.286; O -0.557; C -0.419; H 0.198; C -0.444; H 0.221; C 0.289; H 0.221; H 0.214; N -0.213; C -0.245; C 0.170; C 0.007



Entry from the OMol25 dataset: a structure of composition C39H26F5InN4PSSe4 in a non-equilibrium geometry (the ωB97M-V functional and the def2-TZVPD basis).

Properties
Orbital gap in Eh: 0.1595
Charge: -1

Positions of all 81 atoms, in Å:
C1 2.38 0.31 -1.61
H1 0.52 -0.61 4.32
C2 -3.56 -2.86 1.90
H2 4.30 2.56 -4.14
C3 2.80 -3.35 -0.87
C4 -1.01 4.36 -0.31
In1 -1.55 1.38 -1.12
H3 0.33 -2.54 1.18
C5 0.96 -0.74 2.23
Se1 -0.27 -1.48 -4.74
C6 1.78 -3.63 -1.95
H4 1.50 -2.81 2.47
H5 1.59 -2.76 -2.57
F1 0.14 3.69 -0.01
H6 -0.20 0.85 -3.32
F2 -2.21 7.75 -0.04
C7 1.18 1.28 3.55
H7 1.11 1.77 4.51
Se2 -3.03 1.14 -4.43
Se3 -3.86 0.73 -2.30
F3 -4.32 6.52 -1.21
C8 4.69 -2.92 1.14
C9 1.66 1.24 -2.40
C10 -2.56 1.72 3.31
C11 -2.52 -0.27 1.42
H8 1.83 3.03 2.50
C12 -2.97 -3.50 -0.45
H9 5.40 -4.89 0.68
C13 -3.04 -0.54 2.69
C14 0.63 -2.21 2.18
C15 -3.18 4.44 -1.15
F4 0.03 6.32 0.54
H10 -0.18 -2.45 2.88
N1 -4.03 -2.30 4.08
C16 3.76 -1.94 0.83
H11 -2.31 -3.81 -2.48
N2 -4.06 -4.02 2.30
N3 -2.07 0.96 1.11
C17 2.40 2.03 -3.29
Se4 -2.43 -0.97 -5.28
C18 -2.15 6.44 -0.32
C19 -3.01 -2.58 0.60
C20 1.70 1.32 1.21
C21 -2.07 3.66 -0.86
S1 -4.47 -3.84 3.85
C22 -2.09 1.92 2.02
H12 -3.42 -4.47 -0.31
H13 0.03 2.51 -2.80
C23 4.47 1.05 -2.62
H14 5.43 -2.74 1.92
C24 2.81 -2.14 -0.17
C25 -3.05 0.47 3.65
C26 -1.79 -1.87 -1.74
H15 3.75 -5.26 -1.10
C27 0.86 -0.07 3.44
H16 -1.26 -1.57 -2.65
H17 -1.71 2.89 1.71
C28 1.41 -0.04 1.09
C29 -3.23 5.80 -0.91
H18 -2.55 2.53 4.02
C30 0.17 1.47 -2.49
C31 3.77 0.24 -1.75
F5 -4.27 3.91 -1.70
H19 -3.43 0.25 4.63
C32 -3.55 -1.87 2.94
C33 4.68 -4.12 0.45
C34 -1.02 5.71 -0.03
H20 3.77 -1.01 1.38
C35 3.78 1.94 -3.41
H21 5.55 0.96 -2.69
N4 -1.86 -0.99 -0.75
C36 -2.36 -3.14 -1.63
H22 4.33 -0.49 -1.17
C37 -2.46 -1.31 0.39
C38 1.59 1.98 2.43
H23 2.04 1.87 0.34
P1 1.50 -0.89 -0.54
C39 3.74 -4.33 -0.55
H24 0.83 -3.93 -1.50
H25 2.11 -4.44 -2.60
H26 1.86 2.71 -3.93

And the Löwdin charges, in e, turn out to be: C -0.314; H 0.110; C -0.300; H 0.099; C -0.269; C -0.274; In 0.573; H 0.056; C -0.285; Se -0.149; C -0.063; H 0.086; H 0.030; F 0.034; H -0.044; F 0.110; C -0.099; H 0.098; Se -0.083; Se 0.089; F 0.105; C -0.093; C -0.285; C -0.021; C -0.117; H 0.105; C 0.020; H 0.096; C -0.080; C -0.049; C -0.248; F 0.097; H 0.075; N -0.220; C -0.109; H 0.120; N -0.214; N 0.084; C -0.047; Se -0.182; C -0.149; C -0.087; C -0.088; C -0.061; S 0.985; C -0.080; H 0.118; H 0.038; C -0.098; H 0.097; C -0.334; C 0.018; C -0.197; H 0.106; C -0.064; H -0.065; H 0.110; C -0.326; C -0.151; H 0.114; C -0.230; C -0.086; F 0.048; H 0.121; C -0.308; C -0.094; C -0.155; H 0.111; C -0.087; H 0.096; N -0.016; C -0.006; H 0.086; C -0.176; C -0.089; H 0.099; P 1.145; C -0.054; H 0.079; H 0.079; H 0.114



Entry from the OMol25 dataset: a structure of composition C4H2Cl2O2 in a non-equilibrium geometry (the ωB97M-V functional and the def2-TZVPD basis).

Properties
Orbital gap in Eh: 0.3120
Charge: 0

Positions of all 10 atoms, in Å:
Cl1 2.37 -0.14 -0.80
C1 -1.19 0.40 0.13
H1 -0.20 -0.82 -1.32
Cl2 -1.00 -2.24 0.46
H2 1.45 -0.68 1.13
C2 0.97 -0.12 0.27
C3 -0.31 -0.75 -0.21
O1 -2.21 0.43 0.72
C4 -0.10 1.45 0.05
O2 0.22 2.47 -0.43

And the natural (NBO) charges, in e, turn out to be: Cl -0.024; C 0.455; H 0.264; Cl 0.023; H 0.264; C -0.357; C -0.379; O -0.418; C 0.573; O -0.401



Entry from the OMol25 dataset: the molecule C2H5FSi in a non-equilibrium geometry (the ωB97M-V functional and the def2-TZVPD basis).

Properties
Orbital gap in Eh: 0.4068
SMILES: C=C(F)[SiH3]
Charge: 0

Positions of all 9 atoms, in Å:
C1 -1.08 -1.13 0.46
H1 1.50 0.67 1.24
H2 0.69 1.94 -0.75
H3 2.27 0.17 -1.21
H4 -0.42 -1.82 0.99
H5 -2.09 -1.41 0.23
F1 -1.49 0.90 -0.78
C2 -0.57 -0.02 -0.02
Si1 1.19 0.70 -0.16

And the natural (NBO) charges, in e, turn out to be: C -0.456; H -0.148; H -0.134; H -0.122; H 0.220; H 0.227; F -0.411; C 0.026; Si 0.797



Record order is preserved below.
DFT total energy: -2508.844414, -12755.687710, -1224.393605, -468.477418 Eh